## a
C2H4F3P | ωB97M-V/def2-TZVPD

HOMO (spin up / spin down) in Eh: -0.3395 / -0.3305
Orbital gap (spin up / spin down) in eV: 8.945 / 9.037

Each line ends with the Löwdin charge.
Atoms and positions in Å:
C -0.841 0.599 0.109  -0.3941
C 1.433 -0.398 0.849  -0.4908
F 1.391 -0.230 2.154  0.1472
F 1.445 -1.714 0.594  0.1131
F 2.284 0.224 0.108  0.1754
P -0.964 0.683 -1.658  0.6901
H -0.601 1.413 0.739  -0.0214
H -1.466 -0.067 0.695  0.0110
H -2.264 0.092 -1.810  -0.1097
H -0.416 -0.602 -1.781  -0.1209


## b
C2H4F3P | ωB97M-V/def2-TZVPD

HOMO in Eh: -0.3500
Orbital gap in eV: 9.071
SMILES string: [H]/P=C/F.FCF

Each line ends with the Löwdin charge.
Atoms and positions in Å:
H 2.166 1.108 -0.561  -0.1455
P 1.537 0.618 0.613  0.8329
C 2.108 -0.956 0.202  -0.5382
F 1.369 -1.920 0.714  -0.0880
H 2.473 -1.268 -0.798  0.0626
F -2.783 0.416 0.865  0.0258
C -1.821 0.535 -0.049  -0.2625
F -1.652 -0.745 -0.592  -0.0046
H -2.304 1.237 -0.768  0.1412
H -1.093 0.976 0.374  -0.0238


b is the most stable structure; the next one sits 0.0321 hartree above it.


## a
CH7ClN2P | ωB97M-V/def2-TZVPD

HOMO in Eh: -0.5615
Net charge: +1
Orbital gap in eV: 9.804
SMILES string: C[P@](N)(=[NH2+])Cl

Each line ends with the Löwdin charge.
Atoms and positions in Å:
C -0.271 -1.542 -0.473  -0.1522
P 0.186 0.195 0.220  0.6085
N -1.148 0.664 0.980  -0.1150
N 0.754 1.183 -0.968  -0.1000
Cl 2.104 -0.037 1.755  0.0639
H -0.733 -2.029 0.441  0.0722
H 0.730 -2.053 -0.732  0.0858
H -1.079 -1.300 -1.224  0.0775
H -1.634 1.531 0.629  0.1187
H -1.296 0.711 2.026  0.1288
H 1.275 2.055 -0.857  0.0946
H 1.112 0.622 -1.795  0.1170


## b
CH7ClN2P | ωB97M-V/def2-TZVPD

HOMO (spin up / spin down) in Eh: -0.5228 / -0.5003
Net charge: +1
Orbital gap (spin up / spin down) in eV: 8.797 / 6.119

Each line ends with the Löwdin charge.
Atoms and positions in Å:
C 1.884 -1.715 0.421  0.1992
N -0.878 1.501 -1.320  -0.1258
N -0.868 0.715 1.175  -0.1847
P -0.618 0.112 -0.356  0.5044
Cl -2.311 -1.021 -0.723  0.2895
H 2.403 -0.781 0.261  0.0060
H 1.722 -2.501 -0.321  0.0286
H 1.505 -1.981 1.417  0.0264
H -0.216 2.179 -1.406  0.0159
H -1.219 1.439 -2.277  0.0761
H -1.082 1.717 1.127  0.0665
H -0.322 0.335 2.002  0.0979


a is the most stable structure; the next one sits 0.0793 hartree above it.


## a
C3H7ClN3 | ωB97M-V/def2-TZVPD

HOMO in Eh: -0.5085
Net charge: +1
Orbital gap in eV: 9.166
SMILES string: C/N=N/C(Cl)=[NH+]/C

Each line ends with the Löwdin charge.
Atoms and positions in Å:
C 2.842 -1.071 -0.357  -0.0894
N 1.610 -0.523 -0.603  -0.0245
N 1.018 0.120 0.237  0.0869
C -0.373 0.857 -0.007  -0.6753
Cl -0.349 2.491 0.113  0.9254
N -1.398 0.124 0.139  0.0021
C -2.801 0.637 0.349  0.0377
H 2.836 -2.164 -0.336  0.1178
H 3.263 -0.965 0.600  0.0783
H 3.550 -0.722 -1.032  0.0853
H -1.244 -0.823 -0.171  0.1681
H -3.213 0.244 -0.583  0.1116
H -2.654 1.737 0.440  0.0725
H -3.087 0.057 1.211  0.1032


## b
C3H7ClN3 | ωB97M-V/def2-TZVPD

HOMO in Eh: -0.5058
Net charge: +1
Orbital gap in eV: 9.624

Each line ends with the Löwdin charge.
Atoms and positions in Å:
C -1.942 0.340 -0.088  -0.7263
C 0.891 -0.293 0.012  -0.4306
C -0.233 -0.748 -0.746  0.0182
N -1.620 1.505 0.069  0.1008
N 1.194 0.993 0.011  0.2111
N 1.626 -1.165 0.689  0.2108
Cl -3.219 -0.692 0.049  0.8113
H -0.320 -0.353 -1.746  0.0994
H -0.509 -1.787 -0.649  0.0825
H -2.245 2.239 0.379  0.1037
H 0.501 1.647 -0.333  0.1048
H 1.979 1.350 0.534  0.1406
H 1.446 -2.153 0.619  0.1359
H 2.450 -0.883 1.200  0.1378


b is the most stable structure; the next one sits 0.0851 hartree above it.


## a
C5H6ClN3O | ωB97M-V/def2-TZVPD

HOMO in Eh: -0.3233
Orbital gap in eV: 8.747
SMILES string: Cn1cncc1/[N+]([O-])=C\Cl

Each line ends with the Löwdin charge.
Atoms and positions in Å:
C -1.426 0.030 0.304  -0.0188
N -0.148 0.670 0.159  -0.0369
C 0.225 2.028 0.151  -0.0909
N 1.525 2.101 -0.156  0.0539
C 2.027 0.820 -0.300  -0.1147
C 1.001 -0.019 -0.063  -0.2545
N 1.072 -1.428 0.100  -0.2301
O 0.356 -1.990 1.010  -0.0694
C 1.895 -2.172 -0.639  -0.3890
Cl 3.152 -1.552 -1.726  0.6594
H -1.575 -0.712 -0.331  0.0406
H -1.531 -0.513 1.261  0.1018
H -2.207 0.794 0.248  0.1036
H -0.469 2.841 0.238  0.1186
H 3.041 0.439 -0.418  0.0640
H 1.712 -3.180 -0.591  0.0623


## b
C5H6ClN3O | ωB97M-V/def2-TZVPD

HOMO (spin up / spin down) in Eh: -0.3148 / -0.3149
Orbital gap (spin up / spin down) in eV: 6.799 / 6.904

Each line ends with the Löwdin charge.
Atoms and positions in Å:
C 2.360 1.307 -0.905  -0.2762
C 3.064 0.435 -0.142  -0.4216
C -0.361 -0.389 -0.908  0.0427
C -1.291 -1.361 -0.350  -0.6140
C -0.116 0.773 1.222  -0.0271
N 1.062 1.521 -0.702  0.1052
N 0.199 0.520 -0.172  -0.2733
N -2.631 -1.398 -0.768  0.1257
O -0.880 -2.368 0.211  0.0183
Cl 2.586 -1.049 0.428  0.7603
H 2.875 2.186 -1.187  0.0906
H -0.973 0.120 1.472  0.0994
H 0.768 0.409 1.789  0.0756
H -0.311 1.852 1.267  0.0981
H -3.226 -0.562 -1.079  0.1346
H -3.124 -1.996 -0.177  0.0617


## c
C5H6ClN3O | ωB97M-V/def2-TZVPD

HOMO (spin up / spin down) in Eh: -0.2901 / -0.2901
Orbital gap (spin up / spin down) in eV: 7.872 / 7.873

Each line ends with the Löwdin charge.
Atoms and positions in Å:
C -1.464 1.785 0.620  -0.2832
C -0.945 1.074 1.630  -0.5836
C 0.173 -0.219 0.219  0.0755
C 1.023 -1.359 0.282  -0.6012
C 0.142 0.396 -2.205  -0.0196
N -1.121 1.547 -0.653  0.0262
N -0.211 0.490 -0.823  -0.1497
N 1.175 -1.882 1.489  0.1746
O 1.554 -1.788 -0.716  0.0709
Cl -1.019 0.897 3.262  0.6772
H -2.301 2.454 0.784  0.1138
H -0.354 -0.512 -2.562  0.1098
H -0.173 1.297 -2.828  0.1234
H 1.112 0.254 -2.366  0.0372
H 0.651 -1.670 2.289  0.0715
H 1.759 -2.763 1.578  0.1574


a is the most stable structure; the next one sits 0.0412 hartree above it.


## a
C4H8N2O | ωB97M-V/def2-TZVPD

HOMO (spin up / spin down) in Eh: -0.5278 / -0.5278
⟨S²⟩: 0.762
Net charge: +1
Spin multiplicity: 2
Orbital gap (spin up / spin down) in eV: 9.943 / 6.089

Each line ends with the Mulliken spin population.
Atoms and positions in Å:
C 1.921 1.084 -0.233  0.0176
C 0.898 -0.014 -0.169  0.3355
C 0.885 -0.928 0.917  0.3460
N -0.170 -1.726 0.687  -0.0036
C -0.709 -1.359 -0.552  0.3186
N -0.061 -0.335 -1.056  -0.0917
H 2.927 0.688 -0.071  0.0211
H 1.700 1.744 0.612  0.0362
H 1.928 1.574 -1.203  -0.0032
H 1.535 -1.055 1.770  0.0078
H -0.446 -2.595 1.123  -0.0026
H -1.340 -2.067 -1.070  0.0184
H -2.376 2.059 -0.172  -0.0005
H -3.350 0.996 -0.408  0.0002
O -3.340 1.935 -0.175  0.0001


## b
C4H8N2O | ωB97M-V/def2-TZVPD

HOMO (spin up / spin down) in Eh: -0.5612 / -0.5647
⟨S²⟩: 0.763
Net charge: +1
Spin multiplicity: 2
Orbital gap (spin up / spin down) in eV: 10.739 / 7.245

Each line ends with the Mulliken spin population.
Atoms and positions in Å:
C -0.444 2.109 0.592  0.0121
C 0.073 0.782 -0.037  0.2881
C -0.628 -0.111 -0.902  0.3828
N 0.319 -0.994 -1.401  0.0182
C 1.576 -0.570 -0.881  0.2967
N 1.377 0.329 0.091  -0.0701
H -0.032 2.103 1.572  0.0083
H -0.215 3.010 0.067  0.0215
H -1.570 1.918 0.807  0.0046
H -1.557 -0.031 -1.224  0.0233
H 0.258 -1.799 -2.025  -0.0037
H 2.516 -0.735 -1.355  0.0076
H -0.666 -1.746 0.839  -0.0014
H -0.826 -2.181 2.243  -0.0001
O -0.181 -2.084 1.612  0.0120


a is the most stable structure; the next one sits 0.0311 hartree above it.


## a
C3H14NO4 | ωB97M-V/def2-TZVPD

HOMO in Eh: -0.4971
Net charge: +1
Orbital gap in eV: 10.169

Each line ends with the Löwdin charge.
Atoms and positions in Å:
O 1.092 -1.997 -1.840  0.1053
C 1.005 -0.810 -1.961  -0.2109
C 0.906 0.077 -0.679  -0.0650
N -0.534 0.472 -0.514  0.0030
C -0.734 1.632 0.380  -0.0413
H 0.776 -0.427 -2.963  0.1332
H 1.264 -0.612 0.116  0.1523
H 1.523 0.978 -0.732  0.1373
H -0.865 0.819 -1.423  0.1872
H -1.048 -0.312 -0.082  0.1444
H -0.419 2.596 -0.074  0.1255
H -0.425 1.443 1.406  0.1096
H -1.805 1.786 0.614  0.1009
H 6.974 2.688 -1.090  0.0307
H 7.211 1.140 -1.174  0.0363
O 6.551 1.830 -1.047  -0.0670
H -5.227 -2.716 2.366  0.0557
H -4.439 -3.776 1.993  0.0538
O -4.301 -2.819 2.086  -0.0649
H -1.790 -0.921 1.724  0.0674
H -3.280 -0.731 1.587  0.0565
O -2.436 -0.339 1.308  -0.0496


## b
C3H14NO4 | ωB97M-V/def2-TZVPD

HOMO in Eh: -0.5241
Net charge: +1
Orbital gap in eV: 11.173

Each line ends with the Löwdin charge.
Atoms and positions in Å:
C -0.142 -0.949 0.578  -0.1873
O 1.257 -1.103 0.497  -0.1009
C -0.348 0.156 -0.488  -0.2188
C -1.819 0.492 -0.803  -0.2336
O -2.746 -0.286 -0.145  -0.0224
N 0.364 1.486 -0.281  0.2158
H -0.187 -0.708 1.640  0.1102
H -0.849 -1.786 0.426  0.1492
H 1.539 -2.013 0.759  0.1408
H 0.173 -0.213 -1.451  0.1489
H -1.999 1.596 -0.731  0.1278
H -1.993 0.369 -1.872  0.1367
H -2.682 -0.242 0.831  0.1205
H -0.294 2.245 -0.434  0.1459
H 0.630 1.475 0.747  0.1042
H 1.175 1.590 -0.902  0.1775
H 1.709 1.053 2.487  0.0861
H 0.280 1.302 3.197  0.0883
O 0.805 1.369 2.398  -0.0185
H 1.942 -2.053 -2.657  0.0575
H 2.276 -1.341 -1.243  0.0220
O 1.871 -1.271 -2.110  -0.0498


b is the most stable structure; the next one sits 0.0055 hartree above it.